Entry 1:
Computed, not measured: a cluster of 5 separate species, C16H15Cl20FIN6S2 in total in a non-equilibrium geometry, with ωB97M-V/def2-TZVPD.

```
61
Properties=species:S:1:pos:R:3:nbo_charge:R:1
N -2.325 3.068 -0.437 -0.3569
H -0.755 1.636 1.307 0.2443
Cl 0.091 7.887 -7.135 0.0572
S 0.742 -2.360 -0.261 0.1368
H 3.239 2.060 0.908 0.2516
Cl -2.917 -8.848 5.704 0.0642
Cl 0.174 -5.301 2.223 0.0506
C 1.355 -9.704 8.870 -0.2243
Cl 0.321 -8.366 8.355 0.0519
H 0.378 3.417 -4.261 0.2441
C -3.725 -2.228 1.523 -0.2247
Cl -2.458 -3.438 1.335 0.0880
C 0.673 -4.160 3.481 -0.2206
C -0.199 1.992 0.436 -0.4811
H 2.284 1.034 -4.540 0.2253
Cl 2.892 -9.066 9.467 0.0572
N 1.337 -0.258 -1.692 -0.4561
Cl -1.614 -6.372 6.399 0.0495
Cl 1.456 -2.768 2.722 0.0499
C -1.655 -7.704 5.235 -0.2232
Cl 0.552 -10.609 10.158 0.0618
C 1.405 -0.896 -0.420 -0.1712
F 0.764 6.281 -2.653 -0.3461
C 2.362 0.107 -2.544 -0.0956
N -1.195 5.130 -3.007 -0.5847
I -3.607 2.075 0.812 0.5282
C 0.209 0.135 -2.348 0.1748
N 0.424 0.663 -3.504 -0.4501
Cl -0.092 -8.523 5.222 0.0669
C 0.094 5.489 -3.563 0.3521
C 1.817 0.652 -3.643 -0.0949
C 1.170 2.561 0.868 -0.4045
H 2.515 1.791 -0.679 0.2465
Cl -4.701 -2.598 2.943 0.0808
H -3.487 4.288 -1.633 0.4411
Cl -1.998 -7.075 3.612 0.0447
Cl 0.637 6.401 -9.548 0.0850
H 1.596 4.622 -4.822 0.2368
C 2.349 1.674 0.397 -0.5502
S 2.164 -0.051 0.922 0.3519
H -0.087 6.104 -4.451 0.1905
Cl -0.747 -3.606 4.376 0.0517
H 1.315 3.602 0.561 0.2435
C 0.641 6.338 -7.788 -0.2283
C -1.007 2.907 -0.428 0.4513
H 3.416 -0.033 -2.342 0.2396
H -2.020 5.553 -3.406 0.4191
H 1.637 4.070 -3.160 0.2403
N -2.547 3.978 -1.434 -0.3800
N -0.377 3.640 -1.342 -0.4868
Cl -4.748 -2.198 0.084 0.0652
Cl -2.972 -0.620 1.729 0.0032
H -0.827 0.033 -2.035 0.2091
Cl -0.454 5.052 -7.242 0.0352
Cl 2.279 6.004 -7.212 0.0598
Cl 1.657 -10.778 7.496 0.0509
Cl 1.801 -4.954 4.584 0.0730
C -1.371 4.299 -1.984 0.5941
H 1.217 2.570 1.965 0.2220
C 0.962 4.301 -3.992 -0.6703
H -0.035 1.104 -0.186 0.2600
```

The total energy is -308703.2766 eV. Its LUMO energy is -4.59 eV. The gap between HOMO and LUMO comes out at 6.49 eV. As for the HOMO energy: -11.078 eV. As for the total charge: +1.

Entry 2:
Computed, not measured: the ion C5H15P2 with charge +1 in a non-equilibrium geometry, with ωB97M-V/def2-TZVPD.

```
22
Properties=species:S:1:pos:R:3:nbo_charge:R:1
H -3.050 -1.480 -0.638 0.2330
H -0.759 -1.647 0.232 0.2678
H 2.554 -1.549 -0.897 0.2699
H 0.739 2.100 1.043 0.2653
P 0.939 0.076 -0.155 1.5788
C -3.260 -0.435 -0.875 -0.9173
H -4.247 -0.070 -0.596 0.2536
H -2.800 0.124 1.504 -0.0223
H 2.081 -1.803 0.703 0.2816
P -2.242 0.592 0.345 0.5407
H -0.372 -0.740 1.750 0.2862
H 1.541 0.971 2.086 0.2783
H 2.395 1.606 0.690 0.2498
H 1.278 0.452 -2.614 0.2832
H -0.178 1.210 -2.131 0.2831
H -3.104 -0.324 -2.016 0.2553
H 3.225 -0.381 0.333 0.2755
H 1.207 1.997 -1.515 0.2830
C 0.771 0.935 -1.765 -0.9663
C 2.343 -1.000 -0.022 -0.9819
C -0.446 -0.654 0.650 -1.0220
C 1.435 1.322 0.992 -0.9753
```

The total energy is -23998.3600 eV. Its LUMO energy is -2.84 eV. The gap between HOMO and LUMO comes out at 10.13 eV. As for the HOMO energy: -12.971 eV. As for the total charge: +1.

Entry 3:
Computed, not measured: the ion C4H13N3O with charge +1 in a non-equilibrium geometry, with ωB97M-V/def2-TZVPD.

```
21
Properties=species:S:1:pos:R:3:nbo_charge:R:1
H -0.533 1.002 1.636 0.2588
H -2.489 0.255 -1.028 0.4004
N 2.606 -1.735 0.818 -0.6747
H 3.037 -2.231 1.600 0.3831
H -1.174 2.605 -0.321 0.2280
C -0.542 1.960 -0.866 -0.0993
N 0.344 -1.020 1.526 -0.2427
C -0.507 0.430 -0.568 -0.0585
C 0.100 0.315 0.894 -0.2913
H -2.247 -0.175 0.457 0.3696
H -0.322 -1.604 2.039 0.4350
O -1.332 2.184 -2.050 -0.7067
H 0.899 -2.981 0.985 0.2492
N -1.742 -0.261 -0.418 -0.8545
H 2.949 -0.798 0.926 0.3753
C 1.040 -1.927 0.745 -0.1202
H 1.058 0.804 1.069 0.2501
H 0.134 -0.134 -1.350 0.2063
H 0.840 -1.611 -0.394 0.2381
H -0.987 1.629 -2.852 0.4728
H 0.491 2.211 -1.066 0.1812
```

The total energy is -10865.6196 eV. Its LUMO energy (spin up / spin down) is -3.05 / -8.11 eV. The gap between HOMO and LUMO (spin up / spin down) comes out at 10.59 / 5.45 eV. As for the HOMO energy (spin up / spin down): -13.636 / -13.558 eV. As for the total charge: +1. The spin multiplicity is 2.

Entry 4:
Computed, not measured: a cluster of 2 separate species, C3H8N2O2 in total, with ωB97M-V/def2-TZVPD.

```
15
Properties=species:S:1:pos:R:3:nbo_charge:R:1
H 1.000 -0.961 -0.537 0.3758
C -1.349 -0.572 0.612 -0.0926
C -0.004 0.776 -0.666 0.8918
O 0.310 1.789 -1.211 -0.5422
N 0.246 -0.564 -1.102 -0.6683
H 1.868 2.046 0.479 0.3758
N 2.079 1.211 1.015 -1.0663
H -2.416 -0.469 0.821 0.2032
H 1.185 0.843 1.325 0.3553
C -1.029 -1.187 -0.748 -0.2588
O -0.799 0.745 0.465 -0.5198
H 2.515 0.554 0.378 0.3454
H -0.869 -1.112 1.438 0.1782
H -1.753 -0.826 -1.485 0.2033
H -0.985 -2.273 -0.783 0.2193
```

The total energy is -10315.5748 eV. Its LUMO energy is 0.61 eV. The gap between HOMO and LUMO comes out at 10.53 eV. As for the HOMO energy: -9.919 eV. As for the structure (SMILES): O=C1NCCO1.N.

Entry 5:
Computed, not measured: a cluster of 2 separate species, C4H12O in total in a non-equilibrium geometry, with ωB97M-V/def2-TZVPD.

```
17
Properties=species:S:1:pos:R:3:nbo_charge:R:1
H -2.708 -0.028 1.855 0.2121
H -0.520 -0.191 0.725 0.2024
H -1.816 -2.182 -1.234 0.2067
C -1.174 -1.357 -0.887 -0.6068
H 1.288 0.616 -0.819 0.1637
C -2.461 -0.962 1.398 -0.6113
H -0.284 -1.600 -1.387 0.2130
H -3.348 -1.309 0.876 0.2125
H 2.113 2.504 0.488 0.4550
H -1.621 -0.465 -1.485 0.1854
H -0.556 -1.912 0.945 0.1874
C -1.167 -0.992 0.596 -0.4078
H 3.093 0.375 -0.133 0.1724
H -2.305 -1.747 2.289 0.2057
C 2.370 0.994 -0.697 -0.2594
O 2.313 2.326 -0.352 -0.7219
H 2.750 1.235 -1.765 0.1908
```

The total energy is -6388.0395 eV. Its LUMO energy is 0.92 eV. The gap between HOMO and LUMO comes out at 11.35 eV. As for the HOMO energy: -10.430 eV. As for the structure (SMILES): CCC.CO.

Entry 6:
Computed, not measured: a structure of composition C5H10LiO3 in a non-equilibrium geometry, with ωB97M-V/def2-TZVPD.

```
19
Properties=species:S:1:pos:R:3:nbo_charge:R:1
H 3.968 -0.251 -0.883 0.0795
O 1.626 1.185 0.908 -1.0298
C -0.183 -1.483 -0.042 -0.9707
H -0.623 -2.496 -0.137 0.2110
O -1.408 0.596 -0.234 -0.5974
C -1.432 -0.724 0.327 -0.0488
H -1.648 -0.673 1.410 0.1695
C 3.009 0.258 -0.657 0.2305
H 0.569 -1.920 -0.717 0.3094
O 2.236 0.658 -1.608 -0.8391
H -3.300 1.014 -0.908 0.1575
C -2.605 1.314 -0.105 -0.2415
H 3.348 0.096 1.413 0.1130
H -3.095 1.132 0.867 0.1664
Li 0.499 0.998 -0.636 0.8949
H 1.225 -1.045 0.625 0.2537
H -2.323 -1.218 -0.106 0.1369
C 2.509 0.179 0.685 -0.1822
H -2.373 2.381 -0.205 0.1872
```

The total energy is -11690.4752 eV. Its LUMO energy is 2.94 eV. The gap between HOMO and LUMO comes out at 4.15 eV. As for the HOMO energy: -1.212 eV. As for the total charge: -1.